A molecular structure, C22H36F6MnO14 in a non-equilibrium geometry, computed with ωB97M-V with the def2-TZVPD basis set.

- Multiplicity: 6
- Net charge: 0
- Expectation value of S²: 8.75
- LUMO (spin up / spin down): -0.0020 / -0.0021 Eh
- E: -3663.38729 hartree
- Orbital gap (spin up / spin down): 7.4 / 7.4 eV
- Strongest force on any atom: 4.9 eV/A

Each line ends with the Mulliken charge.
Element x y z (Å)
H (2.50, -3.72, 12.06)  0.303
C (-1.87, -8.27, 10.58)  0.588
C (-1.79, -7.59, 6.44)  0.722
C (-3.71, -2.97, 7.47)  -0.330
C (1.73, -10.88, 7.67)  -1.321
O (-3.56, -2.03, 8.49)  -0.393
H (-2.46, -8.22, 7.02)  -0.135
H (-3.81, -6.43, 4.59)  0.253
C (3.36, -7.19, 9.38)  0.974
O (-0.29, -2.49, 6.29)  -0.060
Mn (-0.38, -4.85, 9.64)  1.209
O (0.27, -3.46, 8.18)  0.091
C (1.93, -7.23, 8.60)  -0.757
O (-2.25, -3.44, 9.75)  -0.296
F (3.07, -7.41, 10.72)  -0.247
C (0.94, -2.66, 13.25)  0.570
F (3.87, -6.04, 9.09)  -0.256
O (-2.30, -1.14, 9.93)  -0.457
C (-2.74, -6.24, 4.73)  -0.504
C (-2.30, -7.67, 5.02)  -0.753
O (1.59, -1.89, 7.19)  -0.474
F (4.31, -8.08, 8.96)  -0.319
H (-5.19, -8.34, 10.66)  0.309
H (2.11, -11.29, 8.60)  0.285
H (2.09, -11.48, 6.83)  0.408
H (-0.02, -7.17, 13.83)  0.261
H (3.18, -9.39, 7.42)  0.397
C (-1.86, -6.12, 6.86)  -0.001
H (-0.30, -1.00, 10.65)  0.148
C (1.58, -5.58, 13.64)  -0.363
C (1.06, -7.04, 13.87)  -1.139
H (-3.34, -3.96, 7.71)  -0.139
H (2.94, -3.12, 7.99)  0.272
H (-3.16, -8.32, 5.19)  0.324
O (-1.69, -5.96, 10.93)  -0.459
H (0.64, -10.88, 7.72)  0.261
C (0.49, -2.67, 7.27)  0.350
H (1.43, -7.73, 13.11)  0.179
H (-2.34, -5.77, 3.83)  0.376
H (-3.40, -9.00, 9.41)  0.143
H (-1.33, -0.07, 11.42)  0.372
O (-3.66, -6.98, 11.55)  -0.382
F (1.52, -2.91, 14.38)  -0.292
C (2.66, -2.08, 8.16)  -0.370
C (-0.11, -1.65, 5.17)  -0.802
C (-2.36, -6.96, 11.01)  0.197
H (-0.81, -7.97, 6.72)  -0.269
H (-3.28, -2.83, 6.48)  0.190
C (-3.19, -9.03, 10.48)  -0.723
H (-1.56, -7.95, 4.28)  0.291
H (-0.97, -1.80, 4.52)  0.233
H (-4.76, -3.20, 7.29)  0.410
H (0.78, -1.91, 4.60)  0.306
H (1.25, -7.40, 14.88)  0.434
H (1.30, -5.11, 14.58)  0.227
H (-1.02, -8.57, 11.19)  0.358
H (2.06, -6.96, 7.55)  0.271
H (2.27, -2.00, 9.17)  0.031
H (1.92, -9.19, 6.40)  0.337
C (2.09, -9.42, 7.45)  -0.281
H (-3.14, -10.04, 10.89)  0.373
C (-4.32, -8.23, 11.31)  -0.503
C (-1.34, -1.07, 10.97)  -0.597
H (-1.46, -8.28, 9.58)  -0.338
F (-0.33, -2.84, 13.53)  -0.270
H (2.63, -5.72, 13.38)  0.275
C (1.42, -3.68, 12.16)  -0.182
H (3.46, -1.37, 7.98)  0.277
H (-4.51, -8.78, 12.23)  0.328
C (-2.66, -2.32, 9.41)  0.606
H (-1.58, -1.86, 11.68)  0.322
O (-1.55, -5.63, 7.98)  0.340
O (1.07, -5.07, 12.42)  0.018
O (1.51, -8.59, 8.57)  -0.143
H (-0.17, -0.62, 5.51)  0.339
O (0.92, -3.47, 10.93)  -0.386
O (0.87, -6.53, 9.21)  -0.363
O (-2.45, -5.47, 5.88)  -0.337
F (1.10, -1.37, 12.99)  -0.320